# 1
A cluster of 11 separate species, C47H113N3O15 in total at a distorted geometry, computed with ωB97M-V/def2-TZVPD.

Computed properties:
Highest occupied orbital energy   -8.48 eV
ΔE to the lowest compared entry with this formula, charge and spin   0.0 kJ/mol
E_tot   -85748.6428 eV
SMILES   CC1(C)CCCC(C)(C)N1O.CC1(C)CCCC(C)(C)N1O.CC1(C)CCCC(C)(C)N1O.CC(C)O.CC(C)O.CC(C)O.CC(C)O.OCCO.OCCO.OCCO.OCCO

```
! wB97M-V def2-TZVPD RIJCOSX def2/J DEFGRID3
* xyz 0 1
H -19.3733 -16.3495 3.2812
C -23.6541 -16.6749 5.5068
C -20.0123 -12.3123 7.0502
C -26.4512 -15.7443 6.6756
H -25.2964 -8.1832 10.5746
H -19.1368 -14.1345 9.9183
C -17.3871 -6.9282 5.5049
H -22.7258 -16.6378 14.5906
H -15.6765 -8.2266 5.7373
H -19.2430 -14.9941 7.3704
H -27.4267 -16.7938 8.2954
H -24.4576 -8.3401 6.3756
H -22.4245 -14.8947 14.8180
H -19.5119 -18.5073 7.9090
H -17.8250 -16.0004 4.0699
H -24.5887 -16.8869 4.9850
H -24.2115 -11.2645 7.2246
C -25.3889 -17.6943 9.8272
O -19.7769 -14.2653 13.8139
H -26.1404 -6.9294 6.9059
H -20.5592 -10.4926 6.0685
O -22.9713 -17.3664 8.3203
C -19.8602 -18.6964 4.8930
H -18.1744 -10.2330 10.9776
H -17.9660 -8.2753 8.9702
H -21.8215 -9.5933 12.2406
H -24.4295 -9.5469 8.8869
H -21.9193 -8.4297 5.5546
H -24.7766 -19.3108 7.7777
C -18.8540 -16.4105 4.2529
H -17.7704 -10.3331 5.1484
H -18.3019 -6.9991 10.7128
H -21.5164 -13.7098 9.6330
H -18.0997 -18.5071 2.7195
H -20.4756 -17.0697 11.6877
H -19.9923 -13.6234 14.4862
O -25.7757 -12.3361 4.5714
O -17.5606 -19.0249 6.5476
H -18.5025 -14.7975 11.3911
C -22.7501 -14.8436 6.9938
H -19.6384 -17.0180 8.7867
H -21.0192 -16.0027 15.0765
H -22.5643 -10.4162 10.8875
H -22.5884 -8.9652 2.1985
C -20.5004 -13.9195 11.5262
H -24.3886 -11.0721 3.6575
H -20.4526 -17.2516 7.1641
H -19.3543 -12.5692 7.9162
H -19.9468 -11.9919 10.6949
O -18.6697 -10.4015 6.8364
H -17.5013 -19.5351 4.0007
H -22.0464 -8.7358 10.6554
C -17.2991 -9.9136 10.3982
C -23.9021 -15.8190 6.7409
H -16.3384 -16.2089 7.8350
H -23.1772 -7.6524 13.4500
H -19.7102 -15.7437 10.5242
N -20.8803 -14.3064 12.9297
H -15.5453 -11.9435 4.1200
H -19.5335 -16.6056 13.0651
H -24.4651 -9.4871 12.4620
O -17.6074 -10.1171 4.2174
H -26.4811 -18.8706 7.7077
H -23.1058 -16.0728 4.7816
H -17.8271 -7.4677 4.6967
O -18.0387 -7.3802 6.7729
H -27.3290 -15.1118 6.5038
H -21.0430 -12.6016 7.3271
H -17.6649 -15.9263 8.9225
H -20.8972 -17.6553 13.2898
H -19.4746 -19.5201 5.4554
C -24.6986 -8.2937 7.4469
H -20.9645 -9.7858 3.6371
H -20.8030 -12.0499 12.3024
O -24.5503 -9.6033 7.9024
C -19.4139 -14.7047 10.8205
H -17.5287 -5.8673 5.4222
C -22.4858 -9.4516 11.3792
H -19.6942 -12.7314 6.1147
H -15.4383 -6.7753 4.7526
H -23.3948 -16.4679 12.4907
H -19.7864 -14.6326 4.8446
H -23.0412 -14.1575 7.7880
H -24.0966 -7.5448 7.9226
C -22.4642 -15.2818 10.7946
C -19.6232 -15.5721 5.3155
H -16.2052 -10.5637 1.8522
C -17.5329 -11.3030 3.4163
C -21.1572 -8.0201 4.8528
C -17.2892 -16.6212 8.1500
H -25.0913 -14.0983 7.2617
O -23.8380 -12.0742 6.7775
H -23.5279 -14.8324 12.6338
H -19.1765 -8.1958 2.8063
C -20.5319 -16.7873 12.7208
H -19.0367 -12.3881 12.1629
C -23.8452 -8.8561 11.8169
H -17.8113 -14.8440 6.3887
H -25.2145 -10.3841 5.0640
C -21.5551 -15.6441 13.0988
H -24.5218 -6.9607 12.5488
H -20.5460 -7.0433 2.4605
C -20.0421 -10.7930 6.9823
C -17.6816 -18.5021 3.7319
H -26.3571 -18.1301 10.0513
H -26.4312 -15.5334 8.8545
O -15.3659 -6.4027 6.7492
H -17.7689 -9.8447 1.8910
C -21.7790 -13.9272 10.6746
H -21.8693 -10.2117 8.0671
H -25.0941 -14.4707 5.5375
H -16.0074 -6.5263 7.4504
H -24.6194 -18.4077 10.1125
H -21.3141 -6.9426 4.6777
C -15.9169 -7.1499 5.6676
H -21.7692 -16.0942 10.5128
C -18.5862 -17.8365 4.7172
H -22.4491 -14.3351 6.0595
H -25.3929 -12.9777 5.2074
C -20.0362 -12.4627 11.6631
C -21.9638 -15.8561 14.5330
H -20.0802 -8.0783 5.1584
C -21.2275 -8.6886 3.4961
H -25.3406 -18.3815 6.4286
H -18.2037 -10.6622 7.6350
C -23.6093 -11.7051 5.4752
H -20.6423 -15.9961 5.4877
H -18.4807 -11.7971 3.4343
H -17.5339 -11.5471 1.3267
H -16.6434 -19.2491 6.4168
O -17.9058 -7.8240 11.0339
H -16.4456 -9.8097 11.0632
C -17.2365 -10.7850 2.0432
C -25.4858 -18.5479 7.5197
H -22.9681 -6.9734 11.7852
H -16.8943 -12.9018 4.7929
H -21.9266 -15.4655 7.3329
C -18.3388 -16.8669 7.0570
C -18.7445 -15.4528 6.5139
H -17.0956 -17.5895 8.6231
C -26.4649 -16.3176 8.0831
H -25.1530 -16.8423 10.4196
H -20.2182 -18.9585 3.9111
C -16.5316 -12.3781 3.8734
H -23.3026 -15.2257 10.1140
H -18.3882 -8.2545 6.5503
H -22.4438 -13.1033 10.9617
C -17.3878 -8.5025 9.9000
H -20.3560 -8.5617 1.5373
H -23.0604 -12.5172 5.0091
H -20.6859 -18.1518 5.3196
H -16.3396 -13.0720 3.0777
H -22.8775 -10.8539 5.4093
H -22.5504 -17.0299 9.1333
C -20.2435 -8.0830 2.5030
C -19.5652 -17.4471 7.7862
O -26.4613 -7.5405 8.9192
H -27.0829 -6.8240 8.9956
N -24.0341 -16.5150 8.0961
O -16.8784 -10.6519 9.2561
H -26.6032 -16.5291 5.9293
C -23.6056 -7.5248 12.4524
H -16.3623 -8.1263 9.6586
H -20.4461 -10.5964 9.1631
H -16.7007 -11.5625 9.5328
O -22.5775 -8.6068 3.0963
C -22.8149 -15.5622 12.2770
C -20.7758 -10.1654 8.1968
O -24.4592 -8.6510 10.5458
H -26.7698 -8.5557 7.1169
C -26.1233 -7.8292 7.5358
H -16.7685 -17.9202 3.7067
H -23.0515 -17.5758 5.5394
N -17.7680 -17.6783 5.9709
H -20.5307 -9.1316 8.2653
C -24.7780 -11.2978 4.6275
C -25.1616 -14.9349 6.5318
C -25.2982 -17.2660 8.3514
*
```


# 2
A cluster of 13 separate species, C41H108O23 in total at a distorted geometry, computed with ωB97M-V/def2-TZVPD.

Computed properties:
Highest occupied orbital energy   -9.29 eV
ΔE to the lowest compared entry with this formula, charge and spin   172.9 kJ/mol
E_tot   -91342.8130 eV

```
! wB97M-V def2-TZVPD RIJCOSX def2/J DEFGRID3
* xyz 0 1
H -3.7894 5.7626 1.4097
H 4.5433 4.6155 -1.3334
H 0.2059 3.6832 -6.9241
C 0.9171 1.1107 0.4933
O -2.5144 4.6999 4.3787
C -7.4665 -2.7344 0.6711
H 5.6338 0.2126 -0.0733
C -1.5509 3.6810 4.7778
H 5.1430 -4.2784 -4.4353
H 0.9267 -0.4119 -5.9500
H -0.3882 -6.0603 4.2213
H -1.6653 5.3434 2.7329
H -0.2995 -1.2586 2.5700
H 1.6529 0.1383 -4.5536
H 3.5465 -10.4618 2.1436
C -5.0045 2.6066 -1.8044
C 2.1606 -3.7823 0.6438
O -1.5119 8.3096 -0.7220
O -2.2601 -5.5475 3.6153
H -5.9463 -8.4607 3.7667
H 5.0685 -1.4821 -6.5261
H 7.0242 -2.2609 -10.2938
H -0.9319 7.3685 -2.4029
H -0.6350 3.7849 4.1961
H 8.4290 -2.8660 -9.3351
C -5.4542 4.6781 -2.7871
C 2.2416 -10.2597 4.3967
H 1.4823 2.0370 0.5966
H -5.5602 2.1104 -2.6001
C 6.8605 -2.4622 -7.0270
C 7.9733 0.7976 -1.6190
O 4.0228 -2.6371 4.7095
H 2.6696 -9.2649 1.2539
H -9.2055 -0.9999 4.2768
H 1.4026 -7.5084 7.3619
C -3.7785 -7.1921 2.6401
H -5.6525 6.5689 -3.8739
C -6.4900 -1.6242 3.2053
H 0.2956 -10.7344 4.9182
C -5.8903 -7.3740 3.7030
H -6.3921 -6.9867 4.5897
O -7.7042 -2.2974 3.5599
O -4.3941 3.7818 -2.4038
C -1.7867 9.6536 -1.2576
H 4.6313 5.1319 0.2479
H -3.1573 5.8547 -6.4505
H 2.3094 -3.6786 -0.4310
H 3.5926 -2.8301 3.8765
C -2.6102 4.8518 2.9641
H -2.7040 11.5237 2.7481
H -1.5159 -7.0786 2.2563
H -4.1566 7.1236 -5.8780
C -8.4659 -1.7375 4.5882
O 3.7594 0.8091 3.7824
H -3.2290 6.7743 2.7095
H -1.9753 -7.5955 3.7073
H 1.3194 -1.5759 -4.6572
C 1.7850 -8.4370 6.9381
C -5.7235 -2.4662 2.1714
H -0.8142 10.1458 -1.2695
H -4.1772 6.4595 -2.9679
H -4.0345 -6.6217 1.7472
H -6.2289 4.2052 -3.3907
C 5.1204 -4.5997 -5.4766
H 0.5753 -1.8119 -0.2216
C 7.5250 -2.2571 -9.3256
C -0.5198 7.5795 -1.4162
H 1.4189 -11.0290 6.3158
O -6.1272 -2.4490 0.8409
H 7.4320 -1.5436 -6.8933
H -6.5177 -6.9550 2.9163
H 6.8315 5.7123 -0.0305
H -6.4814 -0.6145 2.7949
C -2.6682 10.5572 -0.4317
H -1.3602 3.6692 5.8510
H 7.9055 -1.4130 0.7015
H -5.9899 6.4286 1.4560
H 3.1207 -9.9069 4.9360
H 2.4850 -11.2784 4.0950
C 8.4523 1.1096 -0.1907
C 0.7990 3.4676 -6.0353
O 9.4256 0.1237 0.3147
H -2.1784 0.5523 -4.3793
H -6.8587 6.4922 3.1155
H 4.4512 -5.4595 -5.5097
H -4.0516 10.9061 1.7041
H -5.8703 -1.5550 4.0993
H 5.7808 -2.0969 -5.1369
H -7.7214 -2.9057 -0.3747
H -1.8840 2.7310 4.3599
H 2.6672 -8.1262 6.3784
C -3.6852 5.8081 2.4937
C -1.2568 0.5388 -4.9612
H 0.5099 4.2679 -5.3542
H -3.2009 12.4367 1.4139
H 7.4411 -3.3444 -6.7574
H 0.4072 8.1526 -1.4360
H -5.5859 7.6201 2.6442
H -0.9726 -0.5501 1.1036
H -3.7472 -8.2694 2.4776
O 1.9853 -9.5281 3.2501
H 7.8993 -1.2404 -9.2063
H -9.0400 -2.4770 5.1467
O -4.2208 5.3045 -4.7069
H 6.1677 -4.8694 -5.6122
H 7.6155 1.2285 0.4975
O 6.4699 -2.5823 -8.4364
H 1.3537 0.5258 -0.3162
C -4.8510 5.8824 -3.6011
H 8.8611 0.5104 -2.1825
H 3.8158 -8.7772 2.4846
C 5.7159 -0.2772 -1.0436
H 1.8443 3.5284 -6.3382
H -7.6353 -3.6516 1.2355
C -0.7749 2.0294 -4.9408
H 9.0105 2.0447 -0.1459
H -4.1482 1.9884 -1.5349
O 4.7084 -3.4929 -6.2775
H 9.5661 -1.5987 1.3110
H 1.3853 -4.5262 0.8268
C -3.0810 11.4013 1.7327
O -0.3815 -0.4346 -4.3218
H 5.6275 3.7217 -0.1255
O 0.5398 2.1805 -5.4560
O 0.8305 0.2863 1.6555
C -5.9440 6.5967 2.5320
H 8.5260 -0.5212 2.0888
H -1.5940 0.1681 -5.9292
H -3.6679 10.1296 -0.5088
H -5.5838 2.9065 -0.9311
O -4.6098 -6.8404 3.7047
C 8.7745 -0.8825 1.0909
H 5.2096 0.4716 -1.6527
O -4.9656 5.7787 3.1566
H -2.6767 3.9354 2.3777
H -0.2103 -2.9169 0.9922
H 3.8909 -0.0381 4.2080
H 2.8540 0.7841 3.4726
O -2.1837 10.5865 0.9349
H -2.0454 9.6570 -2.3165
H 7.4932 1.6890 -2.0227
C 1.1488 -10.3702 5.4905
C 5.2601 4.6714 -0.5142
C -2.2887 -6.8398 2.9870
H -0.8750 -4.3353 4.4272
H -7.8437 -1.2193 5.3179
H 1.9981 -9.0972 7.7789
C 5.5856 -2.3743 -6.1728
O 1.7709 -2.5227 1.2173
C 3.0376 -9.5039 2.2517
C -0.0446 -0.8406 1.5962
H -1.4960 -5.5334 5.5042
H -8.2050 -2.0471 1.0838
H 3.1046 -4.0379 1.1249
C -3.5531 6.2850 -5.5306
H -0.2708 6.7152 -0.8004
H -1.5248 2.5451 -5.5406
H 5.1503 -1.2032 -1.1471
H -0.8084 2.3979 -3.9156
O 6.3103 5.5996 -0.8288
H -0.0311 1.4400 0.0686
H -5.7746 -3.4966 2.5233
H -2.6791 6.6972 -5.0264
H -4.7067 -2.0735 2.1728
H 4.5672 -3.4053 4.8821
C -1.1994 -5.3751 4.4674
O 7.0811 -0.3812 -1.5484
O 0.7913 -9.0861 6.0724
C 0.9084 -0.5901 -4.8748
H -5.9433 4.9592 -1.8544
C 0.4698 -2.0808 0.8295
H -2.6743 11.5771 -0.8160
*
```


# 3
A cluster of 2 separate species, C9H14 in total at a distorted geometry, computed with ωB97M-V/def2-TZVPD.

Computed properties:
Highest occupied orbital energy   -8.93 eV
ΔE to the lowest compared entry with this formula, charge and spin   82.0 kJ/mol
E_tot   -9559.3315 eV
SMILES   Cc1ccccc1.CC

```
! wB97M-V def2-TZVPD RIJCOSX def2/J DEFGRID3
* xyz 0 1
H -0.3302 -0.6867 -1.5317
H 0.6925 -0.2593 0.7740
C -0.2891 0.3217 -1.1446
H 0.4037 -4.8732 -0.8131
C 1.2479 -4.4526 -0.2669
C 0.0736 1.7189 0.7944
C -0.8009 2.7115 -1.2225
H 1.9047 -3.8620 -0.8935
C 0.6221 -3.6460 0.8870
H -0.3098 4.9484 0.5977
C -0.4715 2.8160 0.1312
H 1.7993 -5.3005 0.1465
H -0.9056 3.6224 -1.7946
H -0.8498 3.9584 1.9649
C -0.8162 1.4361 -1.7881
H 0.6685 1.8670 1.6838
H -1.9358 4.1812 0.6810
H 0.1731 -4.2033 1.7045
H 1.3684 -2.9692 1.3055
H -0.2706 -3.1413 0.4937
C 0.1863 0.4735 0.1637
C -0.8665 4.0541 0.8767
H -1.2940 1.2850 -2.7493
*
```


# 4
A cluster of 3 separate species, C4H13NO2 in total at a distorted geometry, computed with ωB97M-V/def2-TZVPD.

Computed properties:
Highest occupied orbital energy   -8.48 eV
ΔE to the lowest compared entry with this formula, charge and spin   111.5 kJ/mol
E_tot   -9943.0407 eV
SMILES   C1CCNC1.O.O

```
! wB97M-V def2-TZVPD RIJCOSX def2/J DEFGRID3
* xyz 0 1
N -1.4456 2.0305 0.2851
H -1.5225 0.5485 1.8273
H 3.1672 -2.5448 -0.1125
O 2.8954 -1.7625 0.3749
H 0.1947 3.3132 -0.1479
C 0.6947 1.1631 -0.4132
H 1.6159 1.3747 0.1392
H -0.5782 2.5907 -1.4916
H -0.8406 -2.8019 -0.1697
H -1.3309 -3.7174 -1.2839
H 0.3279 -0.7105 0.7358
C -1.3563 0.6256 0.7522
H -2.2569 0.1465 0.3695
C -0.1460 -0.0170 0.0471
C -0.2428 2.3717 -0.4936
H -0.5051 -0.4251 -0.8825
H -1.5543 2.5977 1.0464
H 2.7217 -2.1369 1.2462
O -0.9462 -3.7260 -0.4011
H 1.1079 1.0798 -1.4277
*
```